Computed, not measured: a cluster of 2 separate species, CH4ClN in total in a non-equilibrium geometry, with the ωB97M-V functional and the def2-TZVPD basis.

Values from the calculation:
E (hartree): -555.3313
ΔE to the lowest compared entry with this formula, charge and spin (kcal per mole): 69.8
LUMO level (spin up / spin down) (Eh): -0.0011 / -0.0005
HOMO energy (spin up / spin down) (Eh): -0.32745 / -0.34353

Atoms and positions in Å:
C: 0.50295 -0.08767 -0.97048
N: -0.46975 0.06113 1.08313
Cl: 1.79377 -1.16068 -0.70145
H: 0.77999 0.94079 -1.09492
H: -0.33937 -0.50419 -1.48689
H: 0.34380 0.40819 1.57763
H: -0.54698 -0.93865 1.25238



Computed, not measured: a structure of composition C30H38N6O6Si2Ti in a non-equilibrium geometry, with the ωB97M-V functional and the def2-TZVPD basis.

Values from the calculation:
E (hartree): -3374.6967
<S²>: 2.02
LUMO level (spin up / spin down) (Eh): 0.1353 / 0.1353
Spin multiplicity: 3
HOMO energy (spin up / spin down) (Eh): 0.00684 / -0.06258
Charge: -2

Atoms and positions in Å:
Ti: -0.55788 0.12670 -0.09054
C: 2.26124 -4.03631 -0.44027
Si: 2.18803 -2.15418 -0.67646
C: 1.83175 -1.92347 -2.53326
C: 3.93492 -1.48075 -0.40514
N: 0.96205 -1.45556 0.27378
C: 1.11628 -1.43746 1.65900
C: 2.22393 -1.90990 2.36776
C: 2.35588 -1.76944 3.74954
C: 1.36546 -1.13058 4.46699
C: 0.22647 -0.68662 3.79742
C: 0.04823 -0.87956 2.43045
N: -1.12198 -0.53801 1.74807
Si: -2.61272 -0.33992 2.57603
C: -4.07696 -0.54294 1.38988
C: -2.88958 -1.70852 3.86165
C: -2.74414 1.33406 3.44084
H: 3.14248 -4.46640 -0.92723
H: 1.37275 -4.50107 -0.87889
H: 2.28681 -4.30489 0.61715
H: 1.91792 -2.88515 -3.05395
H: 2.56883 -1.25481 -2.98044
H: 0.87107 -1.46695 -2.76998
H: 4.35536 -1.09209 -1.33572
H: 4.61932 -2.24597 -0.02809
H: 3.92631 -0.66271 0.31691
H: 3.04259 -2.37673 1.83024
H: 3.25416 -2.12939 4.23831
H: 1.47080 -0.95405 5.53143
H: -0.53361 -0.14815 4.35158
H: -3.77694 -0.58183 0.34335
H: -4.78406 0.28303 1.48743
H: -4.61494 -1.46654 1.62689
H: -3.21676 -2.62396 3.35816
H: -3.68167 -1.41377 4.55780
H: -1.99885 -1.94969 4.43933
H: -1.95202 1.98587 3.06202
H: -2.61745 1.24070 4.52331
H: -3.70770 1.81530 3.25493
O: -2.18232 1.38583 -0.40185
C: -3.03827 1.31825 -1.35557
C: -4.39300 1.69412 -1.13336
C: -5.36035 1.53378 -2.09656
C: -5.04604 1.03093 -3.36523
C: -3.72020 0.76075 -3.64495
C: -2.71277 0.92918 -2.69093
C: -1.30583 0.89189 -3.09382
N: -0.25192 0.90456 -2.29804
C: 0.85041 1.10609 -3.09214
C: 0.47074 1.19789 -4.39077
N: -0.90334 1.05148 -4.38498
H: -4.62872 2.07565 -0.14835
H: -6.38669 1.79830 -1.86366
H: -5.81119 0.87782 -4.11479
H: -3.46217 0.40445 -4.63868
H: 1.83196 1.19950 -2.66029
H: 1.03117 1.35491 -5.29455
H: -1.51411 1.16245 -5.17182
O: 0.39894 2.98846 1.95984
C: 1.10466 2.49366 1.09309
O: 0.74774 1.47174 0.35511
C: 2.43976 3.05779 0.73211
C: 3.26967 2.45686 -0.21924
C: 4.48220 3.00758 -0.57762
C: 4.90753 4.21194 0.01939
C: 4.08847 4.81836 0.99658
C: 2.88426 4.24111 1.33671
N: 6.11023 4.79281 -0.34987
O: 6.82444 4.22754 -1.24714
O: 6.47459 5.88392 0.20729
H: 2.94666 1.52591 -0.66954
H: 5.12603 2.54114 -1.30806
H: 4.43231 5.73411 1.45353
H: 2.24674 4.70208 2.08109
C: -2.88633 -3.39628 -0.32831
C: -1.83219 -2.69522 -1.14195
N: -1.15364 -3.43239 -2.04305
O: -1.64589 -1.49661 -0.98972
H: -2.68363 -4.45980 -0.20765
H: -3.84715 -3.27071 -0.83120
H: -2.93422 -2.90507 0.64020
H: -1.11735 -4.42647 -1.89535
H: -0.30655 -3.01862 -2.40616



Computed, not measured: the ion C8H15N3O3PS with charge +1 in a non-equilibrium geometry, with the ωB97M-V functional and the def2-TZVPD basis.

Values from the calculation:
E (hartree): -1443.0490
ΔE to the lowest compared entry with this formula, charge and spin (kcal per mole): 34.9
LUMO level (Eh): -0.1535
SMILES: CC(=O)OCCCCc1n(S)nc[n+]1[PH2]=O
HOMO energy (Eh): -0.48454
Charge: +1

Atoms and positions in Å:
C: 3.42914 -1.44372 0.64036
C: 3.31612 -0.60541 -0.66643
O: 3.44868 -1.18109 -1.70355
O: 3.11654 0.76638 -0.70660
C: 2.04194 1.20857 0.13068
C: 0.91582 1.95893 -0.71172
C: -0.50374 1.88810 -0.03272
C: -1.58742 1.06937 -0.89359
C: -2.22835 0.02984 0.03980
N: -3.38321 0.08279 0.78112
S: -4.40611 1.47024 0.72066
N: -3.58053 -1.02373 1.50867
C: -2.60381 -1.88575 1.28297
N: -1.77569 -1.22328 0.34984
P: -0.31778 -1.91980 -0.35454
O: -0.68005 -2.67137 -1.58113
H: 2.56909 -2.15974 0.70695
H: 4.34421 -2.07555 0.59094
H: 3.39233 -0.79270 1.54552
H: 2.47339 1.93438 0.86745
H: 1.52358 0.39838 0.69723
H: 0.93561 1.61508 -1.77165
H: 1.22203 3.03660 -0.70056
H: -0.93156 2.91793 0.05785
H: -0.41397 1.50139 1.01548
H: -2.37875 1.76874 -1.24895
H: -1.14821 0.53667 -1.76638
H: -5.16369 1.27648 -0.41693
H: -2.47268 -2.89339 1.70787
H: 0.30704 -2.73343 0.62767
H: 0.54005 -0.85090 -0.71628



Computed, not measured: the molecule C4H8N4 in a non-equilibrium geometry, with the ωB97M-V functional and the def2-TZVPD basis.

Values from the calculation:
E (hartree): -376.1256
ΔE to the lowest compared entry with this formula, charge and spin (kcal per mole): 77.1
LUMO level (Eh): 0.0127
SMILES: [H]/N=C\N=C/N(C)/C=N\[H]
HOMO energy (Eh): -0.35591

Atoms and positions in Å:
H: 3.75018 0.53852 -0.80171
N: 3.29223 0.76512 0.20282
C: 2.18528 0.09151 0.40329
N: 1.57078 -0.97695 -0.24733
C: 0.37497 -1.17162 -0.41955
N: -0.66740 -0.29261 0.15459
C: -2.02485 -0.73177 0.31086
C: -0.44994 1.05820 -0.21392
N: -1.09682 2.11252 -0.22608
H: -2.02982 2.00667 0.08795
H: 1.45662 0.41148 1.17755
H: -0.09153 -2.01912 -0.89548
H: -2.22486 -0.39197 1.30567
H: -2.61505 -0.42304 -0.53093
H: -2.10938 -1.85850 0.39161
H: 0.67957 0.88156 -0.69932



Computed, not measured: a cluster of 2 separate species, C2H4Br2S in total in a non-equilibrium geometry, with the ωB97M-V functional and the def2-TZVPD basis.

Values from the calculation:
E (hartree): -5624.7264
ΔE to the lowest compared entry with this formula, charge and spin (kcal per mole): 39.7
LUMO level (spin up / spin down) (Eh): -0.0914 / -0.0929
HOMO energy (spin up / spin down) (Eh): -0.34703 / -0.34640

Atoms and positions in Å:
C: -0.84874 -0.08622 -0.12889
C: 0.30884 0.54597 -0.77497
S: -0.78620 -0.27857 1.74889
Br: 2.24870 -1.18732 0.42289
Br: 0.72351 2.32790 -0.35963
H: -1.00854 -1.08418 -0.51726
H: -1.77152 0.30556 -0.36343
H: 0.74497 0.17097 -1.63179
H: 0.38898 -0.71411 1.60420



Computed, not measured: the molecule C4H7NOS in a non-equilibrium geometry, with the ωB97M-V functional and the def2-TZVPD basis.

Values from the calculation:
E (hartree): -684.6468
ΔE to the lowest compared entry with this formula, charge and spin (kcal per mole): 100.6
LUMO level (spin up / spin down) (Eh): -0.0018 / -0.0317
HOMO energy (spin up / spin down) (Eh): -0.30465 / -0.27464

Atoms and positions in Å:
C: -0.80942 0.36245 0.61435
C: -1.44026 -0.80979 0.24812
C: 0.14388 1.03612 -0.26686
C: -1.57588 -1.35749 -0.94245
N: 1.54861 0.89399 0.32753
O: 3.84023 -0.15340 0.63072
S: 2.85513 0.22986 -0.39358
H: -0.90485 0.94339 1.50369
H: -1.83230 -1.36602 1.14155
H: 0.20996 0.63686 -1.26821
H: -0.21326 2.03810 -0.27095
H: -2.09446 -2.27624 -1.04909
H: -1.10123 -0.78692 -1.62146
H: 1.37383 0.60908 1.34665